The following is a DFT calculation (ωB97M-V/def2-TZVPD) of a structure of composition C17H32CdNO2P2.

As for the net charge: +1. The value obtained for the HOMO-LUMO gap is 0.3403 hartree. Its molecular weight is 456.81 g/mol. For the HOMO energy, the calculation gives -11.75 eV.

Geometry (Å):
Cd (0.219, -0.163, 0.394)
P (1.065, -1.041, -1.867)
C (1.015, 0.463, -2.918)
C (-0.298, 1.198, -2.759)
N (-0.902, 1.240, -1.562)
C (-1.890, 2.120, -1.336)
C (-2.385, 2.927, -2.365)
C (-1.822, 2.828, -3.635)
C (-0.787, 1.926, -3.847)
C (-2.460, 2.297, 0.069)
P (-1.263, 1.723, 1.316)
H (-0.298, 1.775, -4.809)
H (-3.169, 3.647, -2.130)
H (-2.166, 3.457, -4.452)
H (-2.722, 3.353, 0.256)
H (-3.390, 1.719, 0.207)
H (1.828, 1.121, -2.593)
H (1.229, 0.234, -3.972)
H (2.545, 1.908, -0.712)
O (2.723, 2.362, -1.582)
H (3.663, 2.246, -1.805)
H (2.298, -0.767, 2.136)
O (1.945, 1.161, 0.637)
H (2.702, 1.012, 1.235)
C (-0.217, 3.204, 1.566)
H (-0.827, 4.104, 1.723)
H (0.423, 3.027, 2.440)
H (0.440, 3.347, 0.700)
C (-2.223, 1.575, 2.847)
H (-1.539, 1.227, 3.633)
H (-2.660, 2.539, 3.140)
H (-3.024, 0.842, 2.682)
C (0.351, -2.392, -2.853)
H (0.972, -2.622, -3.727)
H (0.319, -3.271, -2.203)
H (-0.665, -2.130, -3.164)
C (2.845, -1.405, -1.877)
H (2.989, -2.292, -1.247)
H (3.184, -1.611, -2.901)
H (3.383, -0.549, -1.451)
C (-0.120, -4.525, 1.923)
C (-0.121, -3.360, 2.926)
C (-1.578, -3.043, 3.312)
C (0.673, -3.749, 4.181)
C (0.531, -2.177, 2.319)
C (1.349, -1.300, 2.024)
H (-0.555, -5.413, 2.399)
H (0.902, -4.769, 1.614)
H (-0.708, -4.296, 1.023)
H (-2.019, -3.934, 3.785)
H (-1.623, -2.216, 4.033)
H (-2.193, -2.778, 2.437)
H (1.711, -3.970, 3.901)
H (0.658, -2.918, 4.899)
H (0.221, -4.637, 4.641)

Mulliken population analysis, charges in e, atoms 1 to 5:
1. Cd 1.62
2. P 0.46
3. C -1.12
4. C 0.60
5. N 0.00


The following is a DFT calculation (ωB97M-V/def2-TZVPD) of a structure of composition C17H32Cl2O2P2Ru.

As for the net charge: +2. The value obtained for the HOMO-LUMO gap (spin up / spin down) is 0.1708 / 0.2667 hartree. Its molecular weight is 502.37 g/mol. For the HOMO energy (spin up / spin down), the calculation gives -10.54 / -14.40 eV. As for the expectation value of S²: 6.02. The spin multiplicity is 5.

Geometry (Å):
P (0.219, -2.146, -1.962)
P (-0.168, 2.225, -1.431)
C (-0.115, -0.400, -3.311)
C (0.375, 1.084, -3.030)
H (-1.148, -0.443, -3.634)
H (0.556, -0.797, -4.051)
H (1.452, 1.208, -3.204)
H (-0.193, 1.699, -3.724)
C (-1.860, 2.730, -1.782)
H (-2.343, 3.334, -0.989)
H (-2.479, 1.844, -2.023)
H (-1.765, 3.344, -2.700)
C (0.999, 3.565, -1.457)
H (0.793, 4.067, -2.415)
H (2.013, 3.152, -1.492)
H (0.902, 4.286, -0.639)
C (-0.903, -3.374, -2.521)
H (-1.046, -4.264, -1.894)
H (-0.531, -3.710, -3.498)
H (-1.894, -2.947, -2.696)
C (1.948, -2.473, -2.288)
H (2.599, -1.884, -1.617)
H (2.071, -2.113, -3.321)
H (2.200, -3.542, -2.258)
Ru (-0.054, -0.088, -1.435)
C (0.549, 1.510, -5.899)
C (-0.797, 1.557, -5.765)
C (-1.768, 0.813, -6.621)
C (-1.375, -0.651, -6.983)
C (-0.547, -1.387, -5.977)
C (0.805, -1.432, -5.969)
C (1.702, -0.600, -6.840)
C (1.269, 0.875, -7.049)
C (-0.291, -1.781, -0.123)
H (1.179, 2.114, -5.223)
H (-1.242, 2.335, -5.122)
H (-1.924, 1.383, -7.552)
H (-2.752, 0.788, -6.131)
H (-2.306, -1.222, -7.093)
H (-0.944, -0.675, -7.999)
H (-1.112, -2.004, -5.263)
H (1.311, -2.220, -5.391)
H (1.797, -1.091, -7.819)
H (2.717, -0.590, -6.426)
H (2.174, 1.479, -7.217)
H (0.721, 0.968, -8.001)
H (0.499, -1.608, 0.622)
H (-0.607, -2.835, -0.114)
H (-1.227, -1.230, 0.143)
Cl (-0.035, 3.819, 1.973)
C (0.466, 2.148, 2.370)
Cl (-0.821, 1.204, 3.145)
C (0.753, 1.397, 1.099)
O (1.674, 0.607, 0.960)
O (-0.178, 1.666, 0.120)
H (1.366, 2.134, 2.986)

Mulliken population analysis, charges in e, atoms 1 to 5:
1. P 0.93
2. P 0.99
3. C 0.64
4. C -0.03
5. H 0.36


So what do the calculations give for max |F|? Going down the list: 2.7, 8.1 eV/Å.